ORCA calculation (ωB97M-V/def2-TZVPD) on 2 unconnected molecules or ions with the total composition C4H13N4O at a distorted geometry.

Output
E_LUMO (eV): -2.60
ΔE to the lowest compared entry with this formula, charge and spin (kcal/mol): 71.8
Total charge: +1

Last columns: bonded neighbours and bond lengths (Å).
Cartesian coordinates (Å):
1 C 2.732 2.152 0.177  N4 1.442, H11 1.071, H12 1.185, H13 1.153
2 C 1.265 0.373 0.875  N3 1.378, N4 1.387, N5 1.329
3 N 0.191 -0.093 1.603  C2 1.378, H6 1.064, H7 1.132
4 N 1.454 1.736 0.699  C1 1.442, C2 1.387, H8 1.045
5 N 2.157 -0.510 0.438  C2 1.329, H9 0.943, H10 0.936
6 H -0.455 0.448 2.252  N3 1.064
7 H -0.366 -1.070 1.484  N3 1.132
8 H 0.959 2.483 1.237  N4 1.045
9 H 2.529 -0.455 -0.427  N5 0.943
10 H 2.309 -1.313 0.895  N5 0.936
11 H 2.555 3.113 -0.260  C1 1.071
12 H 3.051 1.483 -0.748  C1 1.185
13 H 3.569 1.913 0.933  C1 1.153
14 C -3.088 -0.614 -0.410  C15 1.457, H18 1.134, H19 1.216, H22 1.112
15 C -1.804 -1.019 -0.966  C14 1.457, O16 1.241, N17 1.365
16 O -0.690 -0.656 -0.556  C15 1.241
17 N -1.865 -2.044 -1.866  C15 1.365, H20 1.055, H21 1.078
18 H -3.683 -1.365 0.198  C14 1.134
19 H -3.912 -0.184 -1.195  C14 1.216
20 H -1.086 -2.146 -2.570  N17 1.055
21 H -2.824 -2.498 -2.055  N17 1.078
22 H -2.998 0.266 0.264  C14 1.112

ORCA calculation (ωB97M-V/def2-TZVPD) on a single C4H13N5 molecule at a distorted geometry.

Output
E_LUMO (eV): 0.92
ΔE to the lowest compared entry with this formula, charge and spin (kcal/mol): 62.8

Last columns: bonded neighbours and bond lengths (Å).
Cartesian coordinates (Å):
1 C -0.182 2.008 1.469  C2 1.515, H7 1.093, H8 1.095, H9 1.094
2 C -0.050 0.552 1.073  C1 1.515, C4 1.360, N16 1.505
3 N 1.637 -0.401 -0.254  H5 1.014, H6 1.014, C12 1.469
4 C -0.153 -0.374 2.064  C2 1.360, H10 1.084, H11 1.083
5 H 1.804 -1.163 0.393  N3 1.014
6 H 1.951 0.562 -0.299  N3 1.014
7 H -1.139 2.187 1.967  C1 1.093
8 H 0.621 2.285 2.160  C1 1.095
9 H -0.170 2.673 0.601  C1 1.094
10 H -0.328 -0.072 3.090  C4 1.084
11 H -0.014 -1.435 1.899  C4 1.083
12 C 0.377 -0.610 -0.981  N3 1.469, N14 1.412, N15 1.417, N16 1.459
13 N -1.864 0.482 -0.724  N16 1.413, H17 1.024, H18 1.024
14 N 0.656 -0.388 -2.346  C12 1.412, H19 1.013, H20 1.017
15 N 0.124 -2.004 -0.924  C12 1.417, H21 1.015, H22 1.014
16 N -0.508 0.361 -0.347  C2 1.505, C12 1.459, N13 1.413
17 H -1.896 0.340 -1.738  N13 1.024
18 H -2.398 -0.284 -0.302  N13 1.024
19 H 0.964 0.574 -2.422  N14 1.013
20 H 1.490 -0.945 -2.517  N14 1.017
21 H -0.449 -2.190 -1.741  N15 1.015
22 H -0.472 -2.156 -0.119  N15 1.014

ORCA calculation (ωB97M-V/def2-TZVPD) on 2 unconnected molecules or ions with the total composition C4H13NO at a distorted geometry.

Output
E_LUMO (spin up / spin down) (eV): 3.72 / 3.56
ΔE to the lowest compared entry with this formula, charge and spin (kcal/mol): 9.1
Spin multiplicity: 2
Total charge: -1

Last columns: bonded neighbours and bond lengths (Å).
Cartesian coordinates (Å):
1 C 0.972 -0.029 -1.646  C2 1.544, H6 1.080, H7 1.092, H8 1.094
2 C 0.631 -0.507 -0.218  C1 1.544, C3 1.537, N5 1.476, H9 1.102
3 C 1.257 0.424 0.833  C2 1.537, C4 1.536, H10 1.090, H11 1.097
4 C 1.028 0.039 2.302  C3 1.536, H12 1.085, H13 1.097, H14 1.087
5 N -0.838 -0.521 -0.074  C2 1.476, H15 1.020, H16 1.004
6 H 1.192 -0.837 -2.327  C1 1.080
7 H 0.098 0.523 -1.998  C1 1.092
8 H 1.723 0.764 -1.582  C1 1.094
9 H 1.118 -1.482 -0.053  C2 1.102
10 H 2.312 0.507 0.572  C3 1.090
11 H 0.808 1.407 0.644  C3 1.097
12 H 0.408 0.749 2.840  C4 1.085
13 H 0.455 -0.897 2.296  C4 1.097
14 H 1.966 -0.181 2.806  C4 1.087
15 H -1.230 -0.952 -0.911  N5 1.020
16 H -1.038 -1.092 0.727  N5 1.004
17 H -3.834 0.687 -2.187  O19 0.978
18 H -3.782 0.643 -0.616  O19 0.963
19 O -3.246 0.753 -1.408  H17 0.978, H18 0.963

ORCA calculation (ωB97M-V/def2-TZVPD) on 2 unconnected molecules or ions with the total composition C4H13NO at a distorted geometry.

Output
E_LUMO (eV): 0.79
ΔE to the lowest compared entry with this formula, charge and spin (kcal/mol): 15.4

Last columns: bonded neighbours and bond lengths (Å).
Cartesian coordinates (Å):
1 C 1.134 0.751 1.002  C2 1.528, H6 1.086, H7 1.085, H8 1.094
2 C 0.801 -0.353 -0.001  C1 1.528, C3 1.581, H9 1.091, H10 1.086
3 C -0.753 -0.458 -0.272  C2 1.581, C4 1.520, H11 1.090, H12 1.106
4 C -1.593 -0.979 0.883  C3 1.520, N5 1.449, H13 1.089, H14 1.102
5 N -1.191 -2.293 1.343  C4 1.449, H15 1.000, H16 1.002
6 H 2.187 0.911 1.212  C1 1.086
7 H 0.577 0.520 1.904  C1 1.085
8 H 0.798 1.717 0.612  C1 1.094
9 H 1.125 -0.195 -1.030  C2 1.091
10 H 1.152 -1.311 0.370  C2 1.086
11 H -1.059 0.447 -0.796  C3 1.090
12 H -0.779 -1.177 -1.113  C3 1.106
13 H -2.639 -0.975 0.577  C4 1.089
14 H -1.450 -0.219 1.668  C4 1.102
15 H -1.797 -2.618 2.069  N5 1.000
16 H -0.223 -2.359 1.595  N5 1.002
17 H 1.476 3.529 -3.662  O19 0.965
18 H 0.774 2.250 -3.344  O19 0.945
19 O 1.460 2.811 -3.017  H17 0.965, H18 0.945

ORCA calculation (ωB97M-V/def2-TZVPD) on 2 unconnected molecules or ions with the total composition C4H13NO at a distorted geometry.

Output
E_LUMO (eV): 0.83
ΔE to the lowest compared entry with this formula, charge and spin (kcal/mol): 26.4

Last columns: bonded neighbours and bond lengths (Å).
Cartesian coordinates (Å):
1 C 1.184 1.120 2.265  C2 1.506, H4 1.098, H5 1.093, H6 1.089
2 C -0.023 0.820 1.416  C1 1.506, H7 1.102, H8 1.099, O13 1.415
3 N 0.320 1.424 -3.407  H9 1.018, H10 1.019, H11 1.019
4 H 1.122 0.596 3.228  C1 1.098
5 H 2.100 0.733 1.811  C1 1.093
6 H 1.248 2.195 2.424  C1 1.089
7 H 0.101 1.090 0.355  C2 1.102
8 H -0.862 1.365 1.871  C2 1.099
9 H 0.060 0.946 -4.268  N3 1.018
10 H 0.928 0.761 -2.928  N3 1.019
11 H -0.532 1.369 -2.850  N3 1.019
12 C -0.208 -1.567 0.557  O13 1.398, C14 1.511, H15 1.090, H16 1.116
13 O -0.370 -0.549 1.501  C2 1.415, C12 1.398
14 C -1.192 -1.545 -0.589  C12 1.511, H17 1.094, H18 1.087, H19 1.094
15 H -0.136 -2.529 1.065  C12 1.090
16 H 0.818 -1.515 0.122  C12 1.116
17 H -1.195 -2.495 -1.131  C14 1.094
18 H -1.188 -0.747 -1.327  C14 1.087
19 H -2.176 -1.471 -0.117  C14 1.094

ORCA calculation (ωB97M-V/def2-TZVPD) on 2 unconnected molecules or ions with the total composition C4H13NO at a distorted geometry.

Output
E_LUMO (spin up / spin down) (eV): -2.92 / -9.07
ΔE to the lowest compared entry with this formula, charge and spin (kcal/mol): 56.5
Spin multiplicity: 2
Total charge: +1

Last columns: bonded neighbours and bond lengths (Å).
Cartesian coordinates (Å):
1 C 1.038 1.202 2.306  C2 1.661, H4 1.125, H5 1.107, H6 1.118
2 C -0.149 0.835 1.203  C1 1.661, H7 1.127, H8 1.086, O13 1.418
3 N 0.778 1.139 -3.614  H9 1.069, H10 1.042, H11 1.003
4 H 0.670 1.053 3.358  C1 1.125
5 H 1.832 0.488 2.014  C1 1.107
6 H 1.266 2.296 2.323  C1 1.118
7 H 0.159 1.178 0.174  C2 1.127
8 H -1.082 1.370 1.358  C2 1.086
9 H 1.234 0.546 -2.851  N3 1.069
10 H 1.429 1.067 -4.424  N3 1.042
11 H 0.991 2.086 -3.361  N3 1.003
12 C -0.216 -1.491 0.220  O13 1.387, C14 1.561, H15 1.088, H16 1.090
13 O -0.224 -0.580 1.266  C2 1.418, C12 1.387
14 C -1.513 -1.435 -0.645  C12 1.561, H17 1.066, H18 1.087, H19 1.104
15 H -0.127 -2.468 0.690  C12 1.088
16 H 0.599 -1.156 -0.421  C12 1.090
17 H -1.565 -2.268 -1.309  C14 1.066
18 H -1.812 -0.470 -1.046  C14 1.087
19 H -2.208 -1.727 0.162  C14 1.104